Entry from OMol25: an isolated molecule of C3H6N2O2 at a distorted geometry (ωB97M-V/def2-TZVPD).

Each atom is followed by the atoms it is bonded to, with distances in Å.
Geometry (Å):
1 C 1.94121 0.46950 -0.30741  C2 1.487, H8 1.093, H9 1.091, H10 1.092
2 C 0.52022 0.53356 0.12441  C1 1.487, O3 1.308, C4 1.359
3 O 0.02020 1.60828 0.67641  C2 1.308
4 C -0.46513 -0.40019 0.06218  C2 1.359, N5 1.380, N6 1.443
5 N -0.50921 -1.77840 0.00045  C4 1.380, H11 1.008, H12 1.012
6 N -1.58033 0.32868 0.61673  C4 1.443, O7 1.350
7 O -2.28728 0.94895 -0.35126  N6 1.350, H13 0.971
8 H 2.13216 1.25644 -1.04143  C1 1.093
9 H 2.16195 -0.50074 -0.75424  C1 1.091
10 H 2.60747 0.64165 0.54094  C1 1.092
11 H -1.26717 -2.19174 -0.52072  N5 1.008
12 H -0.26457 -2.30656 0.82859  N5 1.012
13 H -3.00952 1.39055 0.12536  O7 0.971

For the gap between HOMO and LUMO (spin up / spin down), the calculation gives 6.98 / 8.30 eV. Its SMILES is CC(=O)/C(N)=N\O. As for the net charge: 0. The energy above the lowest of the compared OMol25 structures with the same formula, charge and spin comes out at 6.504 eV. Its highest occupied orbital energy (spin up / spin down) is -7.91 / -8.10 eV.

Results of the Löwdin charge analysis, in e, for atoms 1 through 8:
1. C -0.009
2. C -0.401
3. O 0.004
4. C -0.349
5. N 0.109
6. N 0.087
7. O 0.008
8. H 0.090